No. 1
A single C15H28N2O2 molecule. Source: OMol25; level of theory: ωB97M-V/def2-TZVPD.

Results
calculated total energy = -848.355323 Ha
HOMO energy = -8.71 eV
energy relative to the best compared isomer or geometry (same formula, charge and spin) = 9.7 kcal/mol
LUMO = 0.680 eV
orbital gap = 9.39 eV
SMILES = O=C(CCC1CCCC1)NCCCN1CCOCC1
total charge = 0

XYZ file:
```
47
Properties=species:S:1:pos:R:3:forces:R:3:lowdin_charge:R:1
O 0.231 1.369 -1.044 0.0 0.4 -0.2 0.055
C 0.258 0.253 -0.570 -0.4 -0.5 0.0 -0.531
N 1.141 -0.117 0.386 0.2 -0.2 0.3 0.062
H 1.082 -1.044 0.776 -0.1 0.0 -0.1 0.139
C 2.106 0.786 0.969 0.2 0.2 0.2 -0.183
C 1.714 1.232 2.380 0.0 0.1 -0.4 -0.151
C 0.460 2.123 2.393 0.1 -0.2 0.1 -0.186
N -0.547 1.616 3.315 -0.1 0.1 0.1 -0.176
C -1.288 0.497 2.760 -0.2 -0.1 0.3 -0.176
C -2.256 -0.041 3.814 0.2 -0.2 -0.3 -0.198
O -3.154 0.952 4.244 -0.2 0.0 -0.1 -0.132
C -2.450 2.058 4.759 0.2 0.4 0.0 -0.200
C -1.491 2.644 3.724 -0.2 -0.2 0.2 -0.175
H -0.940 3.473 4.172 0.0 0.0 0.0 0.123
H -2.073 3.024 2.866 0.0 0.0 0.0 0.133
H -3.203 2.793 5.049 0.1 0.0 0.0 0.124
H -1.875 1.751 5.646 0.0 0.1 0.0 0.126
H -2.865 -0.849 3.404 0.1 0.0 0.0 0.125
H -1.677 -0.416 4.672 0.0 0.0 -0.1 0.127
H -0.590 -0.294 2.480 0.0 0.0 0.0 0.107
H -1.856 0.800 1.861 0.1 0.0 0.0 0.135
H 0.731 3.126 2.727 0.0 0.0 -0.1 0.118
H 0.054 2.213 1.374 0.0 0.1 0.0 0.115
H 1.533 0.356 3.006 0.0 0.0 0.1 0.106
H 2.557 1.770 2.813 0.0 0.0 0.1 0.107
H 2.162 1.653 0.307 0.1 -0.1 0.0 0.123
H 3.083 0.292 0.993 -0.1 0.1 -0.1 0.118
C -0.680 -0.861 -1.004 0.0 0.0 -0.1 -0.106
C 0.062 -1.963 -1.768 0.1 0.3 0.0 -0.174
C 0.845 -1.418 -2.963 -0.2 -0.2 0.2 -0.322
C -0.048 -0.720 -3.999 0.2 0.2 0.0 -0.165
H -0.181 0.336 -3.772 -0.1 0.0 0.0 0.113
C 0.667 -0.955 -5.324 -0.2 -0.1 0.0 -0.196
H 0.023 -0.788 -6.186 0.0 0.1 -0.1 0.106
H 1.532 -0.295 -5.404 0.0 0.1 0.0 0.114
C 1.125 -2.406 -5.203 0.1 0.1 -0.1 -0.196
H 0.280 -3.070 -5.392 0.0 0.0 -0.1 0.108
H 1.918 -2.658 -5.905 0.0 -0.1 -0.1 0.103
C 1.579 -2.532 -3.743 0.0 0.0 0.0 -0.153
H 2.658 -2.396 -3.669 0.0 -0.1 0.0 0.109
H 1.344 -3.518 -3.342 0.1 -0.1 0.1 0.105
H -1.029 -1.198 -4.027 -0.1 0.0 0.0 0.120
H 1.577 -0.696 -2.591 0.0 0.0 0.0 0.138
H 0.756 -2.476 -1.096 0.0 -0.1 0.0 0.110
H -0.666 -2.699 -2.117 0.0 -0.1 0.0 0.121
H -1.442 -0.418 -1.644 0.0 0.1 0.1 0.118
H -1.169 -1.287 -0.124 -0.1 0.0 0.0 0.112
```
Positions in Å, forces in eV/Å.



No. 2
A molecular structure, C15H29AsN2O7P2S4SeSi2Tc in a non-equilibrium geometry. Source: OMol25; level of theory: ωB97M-V/def2-TZVPD.

Results
calculated total energy = -8797.656926 Ha
HOMO energy (alpha / beta) = -10.96 / -10.96 eV
LUMO (alpha / beta) = -5.312 / -5.302 eV
orbital gap (alpha / beta) = 5.65 / 5.66 eV
total charge = +1

XYZ file:
```
64
Properties=species:S:1:pos:R:3:forces:R:3:lowdin_charge:R:1
Tc 0.784 0.071 -0.449 -1.8 -1.2 0.6 0.973
C -0.330 -1.125 -5.105 0.0 0.0 0.0 -0.032
C 0.863 -0.986 -4.187 0.0 0.1 0.7 -0.594
O 2.044 -0.937 -4.950 0.2 0.1 -0.4 -0.020
P 0.979 -2.307 -2.915 0.1 -1.0 0.1 0.500
O 0.285 -3.652 -3.380 0.6 0.2 -0.3 -0.057
O 2.504 -2.680 -2.872 -0.2 0.3 -0.6 -0.075
O 0.435 -1.912 -1.585 0.1 1.2 0.5 -0.574
P 0.887 0.527 -3.133 0.1 0.7 -1.8 0.314
O 1.117 1.730 -4.144 -0.4 -0.1 0.5 -0.066
O 2.097 0.288 -2.249 -0.1 0.2 1.0 -0.407
O -0.331 0.806 -2.311 0.0 0.0 1.0 -0.321
H -0.250 -2.036 -5.698 0.0 0.0 0.0 0.100
H -0.361 -0.273 -5.785 0.0 0.0 0.0 0.100
H -1.253 -1.138 -4.529 -0.1 0.0 0.0 0.097
H 2.807 -0.925 -4.354 0.1 -0.1 -0.1 0.100
H -0.666 -3.700 -3.282 -0.5 0.0 0.2 0.096
H 2.720 -3.492 -2.406 0.1 -0.3 0.2 0.117
H 1.616 1.527 -4.935 0.4 -0.2 -0.4 0.094
C -2.657 2.027 0.515 0.3 -0.2 0.4 -0.181
Si -1.772 1.649 2.162 -0.6 0.1 0.3 0.488
C -2.422 0.195 3.228 0.2 0.4 -0.4 -0.200
C -2.083 3.203 3.237 0.5 -0.4 -0.4 -0.161
C 0.123 1.401 1.783 -0.1 -0.6 0.2 -0.306
C 0.661 2.526 1.040 0.4 0.1 -0.7 -0.414
C 0.666 3.879 1.364 -0.1 -0.1 -0.2 -0.002
C 1.264 4.764 0.489 0.1 -0.2 -0.1 -0.012
C 1.857 4.275 -0.670 0.0 -0.1 0.1 -0.020
C 1.827 2.920 -0.921 0.3 0.5 -0.5 -0.089
N 1.231 2.071 -0.084 0.0 0.2 0.3 -0.059
Si 1.304 0.963 3.278 0.0 -0.1 0.3 0.552
C 2.992 1.690 2.802 -0.5 -0.4 0.1 -0.172
C 0.756 1.889 4.859 0.0 -0.3 -0.8 -0.164
C 1.132 -0.895 3.632 0.2 0.6 -0.2 -0.201
H -3.572 1.454 0.406 -0.2 -0.2 0.0 0.036
H -2.025 1.805 -0.341 0.0 0.0 -0.2 -0.006
H -2.929 3.077 0.456 0.0 0.2 0.1 0.035
H -2.581 0.524 4.250 0.0 0.2 0.2 0.033
H -1.739 -0.649 3.256 0.1 -0.1 0.0 -0.022
H -3.376 -0.161 2.848 -0.1 0.0 -0.1 0.025
H -3.095 3.126 3.626 -0.2 -0.1 0.0 0.044
H -2.034 4.122 2.663 0.0 0.1 -0.2 0.026
H -1.421 3.293 4.088 0.1 0.0 0.2 0.010
H 0.193 4.209 2.269 -0.1 0.1 0.2 0.107
H 1.272 5.822 0.692 0.0 0.1 0.1 0.122
H 2.336 4.937 -1.372 0.1 0.0 -0.1 0.117
H 2.288 2.518 -1.810 0.0 -0.1 0.1 0.100
H 3.021 2.763 2.971 -0.2 0.2 0.0 0.039
H 3.230 1.508 1.759 0.1 0.0 -0.2 0.013
H 3.790 1.254 3.390 0.1 -0.2 0.2 0.027
H 0.777 2.967 4.740 0.0 0.2 -0.1 0.026
H 1.464 1.645 5.646 0.2 -0.1 0.1 0.042
H -0.228 1.597 5.206 -0.2 -0.1 0.0 0.023
H 0.710 -1.429 2.785 0.0 0.0 -0.1 -0.087
H 0.498 -1.068 4.494 -0.2 0.1 0.2 0.039
H 2.095 -1.339 3.851 0.2 -0.1 0.1 0.024
S -0.197 -3.722 1.801 -0.7 0.0 0.2 0.001
As -2.155 -3.853 2.352 0.6 0.0 -0.4 0.415
S -1.101 -0.687 0.526 1.0 0.9 -0.2 0.232
S -2.008 -2.100 -0.639 -0.2 -0.6 -0.1 0.066
S -3.364 -2.811 0.712 0.0 0.2 0.2 -0.032
Se 2.449 -1.414 0.367 -0.3 -0.4 -0.4 0.764
C 3.649 -1.108 1.700 0.3 0.4 0.2 -0.738
N 4.483 -1.069 2.492 0.1 0.0 0.2 0.115
```
Positions in Å, forces in eV/Å.



No. 3
A molecular structure, C15H29B3F3NO24S5 in a non-equilibrium geometry. Source: OMol25; level of theory: ωB97M-V/def2-TZVPD.

Results
calculated total energy = -4814.745131 Ha
HOMO energy = -9.91 eV
LUMO = 0.346 eV
orbital gap = 10.26 eV
total charge = 0

XYZ file:
```
80
Properties=species:S:1:pos:R:3:forces:R:3:lowdin_charge:R:1
N -1.143 1.222 -2.721 0.2 0.2 0.8 0.107
C -0.803 1.464 -1.512 -0.2 -0.2 -0.7 -0.237
C -0.560 2.875 -1.034 0.1 0.3 -0.5 -0.028
B 0.744 2.930 -0.169 0.3 0.9 0.4 -0.519
O 0.759 2.792 1.213 0.0 -0.9 -0.4 0.262
B 1.762 1.973 1.730 -0.2 0.5 0.2 -0.308
O 2.919 1.754 0.986 -0.9 -0.7 -0.4 0.227
B 2.738 1.901 -0.394 0.4 0.9 0.3 -0.526
C 3.279 0.808 -1.398 0.2 -0.1 0.0 0.024
C 4.272 1.339 -2.430 0.4 -0.5 0.1 -0.258
O 5.181 2.197 -1.756 -0.2 0.2 0.0 0.011
C 3.640 2.016 -3.667 -0.1 0.4 -0.3 -0.529
F 2.347 2.348 -3.495 0.5 -0.1 -0.1 0.151
F 3.684 1.151 -4.722 -0.1 0.4 0.5 0.117
F 4.306 3.131 -4.038 -0.3 -0.6 0.2 0.144
O 1.998 3.006 -0.790 -0.6 -1.1 -0.3 0.297
H -1.262 0.217 -2.845 0.0 0.0 0.0 0.044
H -0.669 0.642 -0.800 -0.1 0.2 0.0 0.089
H -0.411 3.479 -1.936 -0.1 0.0 0.1 0.119
H -1.439 3.260 -0.512 0.0 -0.2 0.2 0.120
H 1.563 1.425 2.752 0.2 0.1 0.1 0.110
H 2.458 0.269 -1.888 0.0 0.2 0.0 0.137
H 3.820 0.063 -0.805 0.0 0.0 -0.1 0.128
H 4.826 0.490 -2.842 -0.1 0.1 -0.1 0.159
H 6.075 1.861 -1.852 0.1 0.1 -0.1 0.115
C -4.081 -0.457 2.141 -0.3 -0.1 -0.3 -0.146
C -3.651 -1.731 2.836 0.0 0.1 0.3 -0.145
O -2.550 -2.201 2.037 -0.1 0.1 -0.1 -0.178
S -1.744 -0.964 1.445 -0.1 0.0 0.0 0.585
O -0.604 -0.683 2.242 0.1 0.1 0.0 -0.210
O -1.601 -1.154 0.043 0.0 -0.2 0.0 -0.235
O -2.844 0.151 1.724 0.1 0.0 0.2 -0.184
H -4.680 -0.675 1.257 0.0 0.0 0.0 0.109
H -4.618 0.225 2.794 0.2 0.1 0.0 0.139
H -4.433 -2.483 2.856 0.1 -0.1 -0.2 0.133
H -3.289 -1.540 3.848 0.0 0.0 0.0 0.135
C -6.540 -0.965 -2.557 -0.2 0.2 -0.2 -0.155
C -7.576 -0.363 -1.631 0.2 0.2 0.2 -0.148
O -8.095 -1.493 -0.906 -0.1 -0.1 -0.2 -0.182
S -6.940 -2.568 -0.683 0.1 0.4 -0.2 0.591
O -6.359 -2.359 0.600 0.1 -0.2 0.2 -0.239
O -7.419 -3.844 -1.065 0.0 0.0 0.2 -0.207
O -5.916 -1.990 -1.758 -0.1 0.1 0.1 -0.186
H -6.998 -1.428 -3.426 0.0 0.0 0.1 0.094
H -5.793 -0.242 -2.873 0.2 -0.1 0.2 0.140
H -8.386 0.129 -2.161 -0.1 -0.1 0.0 0.137
H -7.132 0.331 -0.914 0.0 0.0 0.0 0.130
C 5.705 2.255 1.665 -0.3 0.0 0.1 -0.152
C 5.938 3.747 1.734 0.0 0.0 -0.3 -0.124
O 7.067 3.875 2.621 0.1 -0.1 0.1 -0.179
S 8.048 2.635 2.436 -0.4 0.2 -0.3 0.607
O 9.111 2.981 1.562 0.1 -0.1 0.1 -0.215
O 8.313 2.078 3.716 0.5 0.2 -0.2 -0.234
O 7.035 1.694 1.643 0.2 0.1 -0.1 -0.173
H 5.191 1.884 2.545 -0.1 0.0 0.0 0.099
H 5.169 1.953 0.773 0.3 -0.1 0.0 0.103
H 5.092 4.289 2.146 0.1 0.0 0.2 0.143
H 6.204 4.164 0.761 0.0 0.0 0.0 0.137
C -5.481 -6.015 -5.151 0.1 0.0 0.2 -0.151
C -6.732 -6.760 -4.731 0.0 -0.1 -0.2 -0.153
O -7.595 -5.726 -4.238 0.1 0.1 0.1 -0.178
S -7.364 -4.384 -5.062 0.0 -0.2 0.1 0.611
O -8.343 -4.259 -6.078 0.0 0.1 0.0 -0.206
O -7.140 -3.332 -4.134 -0.1 -0.2 -0.2 -0.228
O -5.980 -4.802 -5.737 -0.1 -0.1 -0.1 -0.182
H -4.856 -5.758 -4.294 0.0 0.0 0.0 0.136
H -4.892 -6.553 -5.888 0.0 0.1 -0.1 0.135
H -6.552 -7.483 -3.941 -0.1 0.1 0.1 0.137
H -7.216 -7.249 -5.578 0.0 0.0 0.0 0.135
C 6.642 1.085 5.618 0.1 -0.3 0.4 -0.159
C 5.604 0.068 6.051 0.1 -0.1 -0.2 -0.144
O 4.444 0.863 6.349 -0.1 0.1 0.1 -0.181
S 4.379 2.121 5.369 0.5 -0.2 0.3 0.609
O 3.511 1.842 4.276 0.1 0.1 0.0 -0.229
O 4.210 3.293 6.146 -0.2 0.0 0.0 -0.204
O 5.887 2.033 4.849 -0.4 -0.1 -0.1 -0.222
H 7.087 1.602 6.469 0.0 0.0 0.0 0.142
H 7.426 0.663 4.996 -0.2 0.1 0.0 0.115
H 5.895 -0.485 6.938 -0.1 0.1 0.1 0.136
H 5.355 -0.626 5.246 0.0 0.0 0.0 0.135
```
Positions in Å, forces in eV/Å.



No. 4
A single C15H29N2O2 molecule in a non-equilibrium geometry. Source: OMol25; level of theory: ωB97M-V/def2-TZVPD.

Results
⟨S²⟩ = 0.75
calculated total energy = -848.873705 Ha
HOMO energy (alpha / beta) = -8.00 / -9.33 eV
energy relative to the best compared isomer or geometry (same formula, charge and spin) = 0.0 kcal/mol
multiplicity = 2
LUMO (alpha / beta) = 0.665 / 0.659 eV
orbital gap (alpha / beta) = 8.67 / 9.99 eV
total charge = 0

XYZ file:
```
48
Properties=species:S:1:pos:R:3:forces:R:3:lowdin_charge:R:1
C 3.417 -1.680 1.305 0.0 -0.1 -0.3 -0.067
C 3.346 -1.100 -0.108 0.1 -0.4 0.0 -0.237
N 2.457 0.063 -0.186 0.1 0.2 -0.1 -0.082
C 1.955 0.279 -1.564 0.0 -0.1 0.0 -0.169
C 0.810 -0.639 -1.987 -0.1 0.0 0.0 -0.117
C -0.645 -0.321 -1.527 0.2 0.0 0.0 -0.258
C -0.786 1.007 -0.782 -0.4 -0.2 -0.1 -0.124
C -2.175 1.183 -0.158 0.1 0.3 0.2 -0.480
C -3.274 1.168 -1.238 0.0 0.0 -0.1 -0.015
C -2.214 2.520 0.590 0.1 0.0 -0.1 -0.026
N -2.427 0.107 0.849 -0.4 -0.3 -0.9 -0.125
O -3.648 0.025 1.211 0.1 0.1 0.3 -0.017
C -1.656 -1.177 0.736 0.2 0.0 0.4 -0.474
C -2.500 -2.326 1.283 0.2 -0.1 -0.2 -0.040
C -0.399 -1.070 1.612 -0.1 0.1 0.1 -0.007
C -1.332 -1.457 -0.736 -0.2 0.0 0.0 -0.088
C 3.108 1.244 0.285 0.1 -0.1 -0.1 -0.487
C 2.213 2.343 0.793 0.1 0.2 0.0 0.008
O 4.311 1.361 0.292 0.0 -0.1 0.3 0.100
H 2.561 -2.329 1.498 0.0 0.2 0.1 0.056
H 3.443 -0.890 2.056 0.1 -0.1 0.0 0.077
H 4.314 -2.297 1.401 0.0 0.1 0.1 0.075
H 4.352 -0.846 -0.454 -0.1 0.1 0.0 0.112
H 2.971 -1.868 -0.790 0.0 0.1 0.1 0.110
H 1.685 1.331 -1.689 -0.1 -0.1 0.1 0.114
H 2.796 0.106 -2.252 -0.1 0.1 0.0 0.130
H 1.054 -1.666 -1.692 0.0 0.1 0.0 0.099
H 0.824 -0.641 -3.082 0.0 0.0 0.1 0.115
H -1.225 -0.215 -2.449 0.0 0.0 0.1 0.127
H -0.675 1.836 -1.489 0.2 0.0 0.2 0.132
H -0.034 1.092 -0.004 0.1 0.1 -0.1 0.071
H -2.864 1.522 -2.188 0.0 0.1 0.1 0.088
H -4.100 1.824 -0.959 0.0 -0.1 0.0 0.084
H -3.679 0.169 -1.399 0.0 0.0 0.0 0.085
H -1.957 3.330 -0.099 -0.1 0.0 0.0 0.090
H -1.485 2.524 1.404 0.0 0.0 0.0 0.084
H -3.208 2.706 0.996 0.1 -0.1 0.0 0.084
H -1.858 -3.211 1.336 0.0 0.1 0.0 0.092
H -2.871 -2.104 2.282 -0.1 0.0 -0.1 0.086
H -3.333 -2.557 0.619 -0.1 0.1 0.1 0.086
H 0.147 -0.141 1.468 0.1 -0.1 -0.1 0.056
H -0.695 -1.115 2.664 0.1 0.0 -0.1 0.093
H 0.286 -1.893 1.405 0.0 0.0 0.0 0.077
H -2.285 -1.687 -1.226 0.1 -0.1 0.1 0.117
H -0.744 -2.379 -0.763 0.0 0.0 -0.1 0.121
H 2.812 2.997 1.428 -0.1 0.0 -0.1 0.090
H 1.837 2.922 -0.055 -0.1 0.0 0.1 0.088
H 1.372 1.951 1.362 0.0 0.0 -0.1 0.066
```
Positions in Å, forces in eV/Å.